Record 1
This record from the OMol25 dataset describes a structure of composition C56H46O2P2PdS3Sb. The level of theory is the ωB97M-V functional and the def2-TZVPD basis.

Properties
E_tot = -4556.447526 a.u.
Kohn-Sham gap (spin up / spin down) = 3.79 / 3.78 eV
Maximum force = 2.77 eV Å⁻¹
E_LUMO (spin up / spin down) = -11.24 / -11.25 eV

ORCA input file:
```
! RIJCOSX wB97M-V def2-TZVPD def2/J DEFGRID3
* xyz 3 1
Pd 0.043 -0.798 -0.471
O 0.130 -2.772 2.488
S 0.089 -1.458 1.837
C 1.556 -0.531 2.364
C 1.751 -0.226 3.703
C 2.915 0.422 4.093
C 3.874 0.758 3.149
C 3.701 0.395 1.820
C 2.553 -0.273 1.414
P 2.419 -1.049 -0.229
C 3.351 -2.584 0.056
C 2.774 -3.842 0.050
C 3.538 -4.975 0.287
C 4.893 -4.845 0.545
C 5.480 -3.584 0.553
C 4.720 -2.454 0.304
C 3.413 -0.142 -1.416
C 3.560 1.241 -1.345
C 4.304 1.906 -2.305
C 4.886 1.197 -3.348
C 4.723 -0.180 -3.436
C 3.977 -0.853 -2.479
C -1.403 -0.622 2.437
C -1.573 -0.398 3.798
C -2.778 0.107 4.261
C -3.823 0.339 3.378
C -3.672 0.043 2.032
C -2.462 -0.434 1.542
P -2.329 -0.998 -0.188
C -3.168 0.105 -1.344
C -2.401 0.654 -2.371
C -2.980 1.474 -3.328
C -4.338 1.743 -3.259
C -5.120 1.165 -2.262
C -4.547 0.328 -1.320
C -3.356 -2.481 -0.208
C -3.716 -3.152 0.959
C -4.581 -4.237 0.881
C -5.057 -4.666 -0.354
C -4.663 -4.022 -1.523
C -3.809 -2.933 -1.453
H 1.029 -0.507 4.454
H 3.063 0.664 5.139
H 4.776 1.275 3.453
H 4.478 0.625 1.100
H 1.709 -3.941 -0.136
H 3.080 -5.956 0.264
H 5.494 -5.726 0.734
H 6.541 -3.480 0.740
H 5.193 -1.481 0.299
H 3.115 1.790 -0.525
H 4.431 2.981 -2.244
H 5.461 1.721 -4.102
H 5.183 -0.731 -4.248
H 3.845 -1.927 -2.553
H -0.801 -0.648 4.509
H -2.901 0.299 5.320
H -4.769 0.721 3.742
H -4.513 0.168 1.363
H -1.362 0.395 -2.450
H -2.379 1.888 -4.129
H -4.800 2.383 -4.002
H -6.187 1.344 -2.237
H -5.181 -0.170 -0.597
H -3.338 -2.831 1.922
H -4.889 -4.745 1.788
H -5.730 -5.515 -0.406
H -5.027 -4.366 -2.484
H -3.502 -2.423 -2.360
C 3.057 4.870 2.432
C 3.130 4.768 1.047
C 2.271 3.915 0.362
C 1.342 3.161 1.074
C 1.266 3.261 2.461
C 2.118 4.125 3.136
Sb -0.030 1.913 0.017
C 0.261 2.643 -1.964
C 0.647 1.771 -2.977
C 0.846 2.237 -4.270
C 0.662 3.585 -4.552
C 0.288 4.464 -3.544
C 0.087 3.999 -2.249
C -1.857 2.878 0.544
C -2.671 3.411 -0.452
C -3.778 4.175 -0.097
C -4.076 4.394 1.242
C -3.273 3.844 2.233
C -2.166 3.079 1.888
H 3.730 5.532 2.962
H 3.848 5.364 0.496
H 2.310 3.880 -0.720
H 0.540 2.686 3.023
H 2.051 4.220 4.214
H 0.800 0.719 -2.765
H 1.147 1.552 -5.055
H 0.815 3.952 -5.560
H 0.150 5.517 -3.763
H -0.204 4.692 -1.466
H -2.442 3.258 -1.495
H -4.400 4.608 -0.872
H -4.935 4.995 1.516
H -3.502 4.018 3.279
H -1.546 2.660 2.672
C 0.247 -7.755 -0.503
O 0.550 -6.322 -0.631
C -0.413 -5.486 -0.608
S -2.016 -5.645 -0.444
S -0.316 -3.834 -0.844
H 1.196 -8.264 -0.609
H -0.435 -8.059 -1.294
H -0.190 -7.955 0.474
*
```


Record 2
This record from the OMol25 dataset describes a structure of composition C51H39N2O3P2STl. The level of theory is the ωB97M-V functional and the def2-TZVPD basis.

Properties
E_tot = -3555.019668 a.u.
Kohn-Sham gap = 7.70 eV
Maximum force = 0.19 eV Å⁻¹
E_LUMO = -5.09 eV

ORCA input file:
```
! RIJCOSX wB97M-V def2-TZVPD def2/J DEFGRID3
* xyz 2 1
Tl 0.091 -0.472 1.216
O 1.575 1.277 -0.601
C 2.970 1.406 -0.736
C 3.482 2.554 -1.324
C 4.854 2.712 -1.419
C 5.706 1.727 -0.932
C 5.178 0.589 -0.349
C 3.796 0.408 -0.234
P 3.064 -1.093 0.502
C 4.269 -2.381 0.052
C 5.221 -2.882 0.935
C 6.115 -3.857 0.513
C 6.071 -4.329 -0.790
C 5.126 -3.829 -1.678
C 4.225 -2.867 -1.255
C 3.310 -0.856 2.294
C 2.772 -1.830 3.141
C 2.872 -1.702 4.516
C 3.498 -0.588 5.065
C 4.024 0.387 4.233
C 3.930 0.257 2.853
C 0.831 1.510 -1.733
C 1.200 0.931 -2.940
C 0.449 1.159 -4.077
C -0.674 1.981 -4.030
C -1.039 2.558 -2.834
C -0.303 2.321 -1.660
P -0.967 3.178 -0.242
C -0.969 4.917 -0.606
C -2.103 5.702 -0.413
C -2.033 7.063 -0.671
C -0.844 7.632 -1.103
C 0.287 6.846 -1.290
C 0.228 5.486 -1.047
C -0.251 2.852 1.356
C 1.108 3.100 1.574
C 1.644 2.911 2.833
C 0.831 2.490 3.882
C -0.525 2.288 3.677
C -1.076 2.476 2.416
H 2.811 3.304 -1.725
H 5.261 3.602 -1.880
H 6.777 1.847 -1.013
H 5.838 -0.188 0.017
H 5.269 -2.515 1.952
H 6.851 -4.244 1.205
H 6.771 -5.087 -1.115
H 5.093 -4.194 -2.696
H 3.493 -2.479 -1.956
H 2.292 -2.708 2.717
H 2.468 -2.471 5.161
H 3.582 -0.490 6.139
H 4.527 1.247 4.659
H 4.360 1.017 2.213
H 2.088 0.313 -2.973
H 0.747 0.703 -5.012
H -1.249 2.177 -4.924
H -1.903 3.213 -2.799
H -3.026 5.261 -0.064
H -2.910 7.680 -0.531
H -0.798 8.694 -1.301
H 1.210 7.295 -1.632
H 1.105 4.872 -1.217
H 1.752 3.436 0.772
H 2.695 3.098 3.001
H 1.258 2.335 4.864
H -1.164 1.989 4.496
H -2.139 2.327 2.279
O -4.206 1.720 1.164
S -3.446 1.504 -0.022
O -2.530 2.860 -0.141
N -2.433 0.388 -0.152
C -2.918 -0.916 -0.469
C -4.207 -1.337 -0.257
C -4.660 -2.585 -0.736
C -3.819 -3.409 -1.423
C -2.465 -3.037 -1.599
C -1.532 -3.866 -2.264
C -0.226 -3.478 -2.356
C 0.158 -2.275 -1.739
N -0.680 -1.465 -1.132
C -1.997 -1.809 -1.086
C -4.472 1.681 -1.426
C -4.041 1.179 -2.650
C -4.872 1.320 -3.748
C -6.103 1.953 -3.611
C -6.519 2.443 -2.381
C -5.704 2.306 -1.268
H -4.904 -0.701 0.277
H -5.688 -2.871 -0.562
H -4.162 -4.357 -1.817
H -1.866 -4.806 -2.684
H 0.515 -4.090 -2.851
H 1.201 -1.982 -1.716
H -3.087 0.676 -2.733
H -4.568 0.926 -4.708
H -6.750 2.055 -4.472
H -7.482 2.923 -2.283
H -6.015 2.660 -0.295
*
```


Record 3
This record from the OMol25 dataset describes a structure of composition C21H31F5MoP2S. The level of theory is the ωB97M-V functional and the def2-TZVPD basis.

Properties
Expectation value of S² = 2.04
E_tot = -2466.283156 a.u.
Kohn-Sham gap (spin up / spin down) = 3.94 / 3.70 eV
Maximum force = 4.99 eV Å⁻¹
E_LUMO (spin up / spin down) = -9.10 / -9.35 eV

ORCA input file:
```
! RIJCOSX wB97M-V def2-TZVPD def2/J DEFGRID3
* xyz 2 3
P -1.527 1.620 -2.360
P 2.029 -0.374 -1.946
C 0.165 1.466 -3.158
C 0.763 0.038 -3.175
H 0.834 2.197 -2.674
H 0.042 1.807 -4.200
H -0.014 -0.748 -3.120
H 1.288 -0.102 -4.143
C 3.375 0.828 -2.046
H 3.934 0.902 -1.113
H 3.022 1.817 -2.337
H 4.070 0.491 -2.824
C 2.899 -1.834 -2.641
H 3.616 -1.524 -3.415
H 2.178 -2.539 -3.086
H 3.454 -2.356 -1.846
C -1.984 3.257 -3.022
H -3.077 3.311 -3.091
H -1.543 3.418 -4.010
H -1.635 4.030 -2.334
C -2.459 0.416 -3.424
H -2.064 -0.605 -3.290
H -2.394 0.710 -4.482
H -3.511 0.422 -3.109
Mo -2.025 1.581 -0.241
C 2.952 -0.972 0.893
C 2.951 0.468 1.227
C 1.781 1.227 0.732
C 0.853 0.106 0.206
C 1.855 -1.042 -0.214
C 1.149 -2.285 -0.060
C 1.427 -2.914 1.215
C 2.328 -1.909 1.978
C -3.048 -0.210 -0.131
H 3.930 -1.370 0.563
H 3.738 0.976 1.787
H 2.039 1.915 -0.090
H 1.267 1.849 1.484
H 0.199 -0.273 0.994
H 0.185 0.461 -0.607
H -3.329 1.480 -1.199
H 0.322 -2.565 -0.703
H 1.959 -3.883 1.120
H 0.473 -3.146 1.714
H 1.692 -1.330 2.670
H 3.062 -2.437 2.581
H -2.486 -0.900 0.522
H -3.298 -0.695 -1.083
H -3.971 0.078 0.414
F -2.324 -1.607 6.906
C -2.328 -0.871 5.777
C -1.654 -1.319 4.642
F -1.023 -2.521 4.651
C -1.621 -0.523 3.511
F -1.140 -1.131 2.375
C -2.118 0.794 3.468
S -1.682 1.959 2.219
C -2.959 1.128 4.568
F -3.768 2.210 4.486
C -3.042 0.328 5.708
F -3.809 0.695 6.760
*
```


Record 4
This record from the OMol25 dataset describes a cluster of 2 separate species, C9H14O in total. The level of theory is the ωB97M-V functional and the def2-TZVPD basis.

Properties
E_tot = -426.488720 a.u.
Kohn-Sham gap = 9.45 eV
Structure (SMILES) = Cc1ccc(O)cc1.CC
Maximum force = 5.53 eV Å⁻¹
E_LUMO = 0.83 eV

ORCA input file:
```
! RIJCOSX wB97M-V def2-TZVPD def2/J DEFGRID3
* xyz 0 1
C 0.238 1.457 1.958
C 0.320 -0.007 1.673
C -0.757 -0.912 1.698
C -0.487 -2.186 1.206
C 0.710 -2.696 0.800
O 0.912 -4.089 0.622
C 1.764 -1.848 0.754
C 1.592 -0.440 1.144
H 0.893 1.935 2.699
H -0.756 1.916 2.078
H 0.678 1.988 1.146
H -1.600 -0.573 2.125
H -1.353 -2.863 1.271
H -0.125 -4.292 0.542
H 2.786 -2.415 0.368
H 2.523 0.053 1.112
C -0.934 2.661 -2.448
C -0.929 1.161 -2.882
H -0.286 3.131 -3.135
H -1.898 3.138 -2.569
H -0.548 2.670 -1.415
H -0.695 0.567 -1.901
H -0.158 0.799 -3.605
H -1.890 0.845 -3.243
*
```


Record 5
This record from the OMol25 dataset describes a cluster of 2 separate species, C6H9NO3 in total. The level of theory is the ωB97M-V functional and the def2-TZVPD basis.

Properties
E_tot = -514.314086 a.u.
Kohn-Sham gap (spin up / spin down) = 8.31 / 7.59 eV
Maximum force = 2.66 eV Å⁻¹
E_LUMO (spin up / spin down) = 0.04 / -0.61 eV

ORCA input file:
```
! RIJCOSX wB97M-V def2-TZVPD def2/J DEFGRID3
* xyz 0 1
C -1.430 1.047 -0.686
C 1.450 -0.033 -0.728
C -2.848 -0.939 -1.168
C 2.863 1.399 0.519
C -0.580 -0.597 1.611
C -1.900 -0.193 -0.282
N -1.046 2.057 -1.142
O 2.080 -1.045 -0.490
O 1.725 1.185 -0.308
O -1.481 -0.922 0.745
H -2.916 -2.045 -0.859
H -2.528 -1.168 -2.255
H -3.925 -0.452 -1.067
H 3.253 0.354 0.550
H 2.786 2.052 1.425
H 3.726 1.877 0.031
H -0.021 0.309 1.763
H 0.535 0.187 -1.252
H -0.438 -1.313 2.395
*
```


Record 6
This record from the OMol25 dataset describes a cluster of 2 separate species, C2H2FNO2 in total. The level of theory is the ωB97M-V functional and the def2-TZVPD basis.

Properties
E_tot = -382.267681 a.u.
Kohn-Sham gap (spin up / spin down) = 9.84 / 8.12 eV
Maximum force = 1.32 eV Å⁻¹
E_LUMO (spin up / spin down) = -0.54 / -1.55 eV

ORCA input file:
```
! RIJCOSX wB97M-V def2-TZVPD def2/J DEFGRID3
* xyz 0 1
C -0.112 -1.109 0.998
C 0.326 -1.198 -0.213
N -0.103 1.895 -0.985
O 0.462 2.472 -1.854
O -0.762 2.197 -0.042
F 0.810 -2.144 -0.975
H -0.147 -1.947 1.692
H -0.472 -0.167 1.378
*
```


Record 7
This record from the OMol25 dataset describes a structure of composition C11H14BF3N6Ti. The level of theory is the ωB97M-V functional and the def2-TZVPD basis.

Properties
E_tot = -1929.256198 a.u.
Kohn-Sham gap (spin up / spin down) = 3.46 / 3.42 eV
Maximum force = 4.82 eV Å⁻¹
E_LUMO (spin up / spin down) = -11.64 / -11.69 eV

ORCA input file:
```
! RIJCOSX wB97M-V def2-TZVPD def2/J DEFGRID3
* xyz 2 1
H 1.510 3.508 -0.164
N 1.056 1.863 -1.469
B 0.264 0.404 -3.500
N 0.657 1.768 -2.802
C 0.801 2.991 -3.353
Ti 1.561 0.351 -0.081
H 0.668 3.131 -4.426
C 1.155 3.904 -2.372
H 1.288 4.986 -2.486
C 1.294 3.193 -1.194
H 0.179 0.561 -4.706
C -2.221 -1.969 2.652
H -1.784 -2.985 2.746
H -1.398 -1.231 2.554
H -2.845 -1.929 1.734
N -1.279 -0.084 -3.221
N 1.347 -0.685 -3.163
N -1.496 -0.361 -1.910
N 1.856 -0.794 -1.877
C -2.462 -0.268 -3.881
C 2.019 -1.548 -3.956
H -2.595 -0.107 -4.950
H 1.872 -1.566 -5.027
C -3.415 -0.644 -2.960
C 2.888 -2.324 -3.167
C -2.768 -0.644 -1.703
C 2.725 -1.862 -1.851
H -4.458 -0.894 -3.076
H 3.549 -3.111 -3.474
H -3.207 -0.797 -0.740
H 3.105 -2.220 -0.906
H -2.810 -1.749 3.497
F 1.516 1.003 2.962
C 2.408 0.459 2.015
F 3.567 1.248 2.116
F 2.771 -0.774 2.569
*
```


Record 8
This record from the OMol25 dataset describes the ion C5H5O4S with charge -1. The level of theory is the ωB97M-V functional and the def2-TZVPD basis.

Properties
E_tot = -892.671212 a.u.
Kohn-Sham gap = 6.93 eV
Structure (SMILES) = O=C([O-])[C@]1(CO)OC=CS1
Maximum force = 3.92 eV Å⁻¹
E_LUMO = 3.26 eV

ORCA input file:
```
! RIJCOSX wB97M-V def2-TZVPD def2/J DEFGRID3
* xyz -1 1
O 1.999 -0.111 1.588
C 0.862 -0.547 1.735
O 0.282 -1.186 2.572
C -0.011 -0.325 0.432
C -1.343 -1.049 0.168
O -1.949 -0.870 -1.034
O 0.733 -0.493 -0.743
C 1.282 0.673 -1.221
C 0.775 1.789 -0.871
S -0.254 1.821 0.454
H -2.001 -0.797 0.976
H -1.011 -2.090 0.480
H -2.302 -0.003 -1.180
H 1.902 0.493 -2.026
H 1.036 2.695 -1.330
*
```